(1)
Computed, not measured: the ion C8H12N4 with charge +2 at a distorted geometry, with ωB97M-V with the def2-TZVPD basis set.

Geometry as XYZ:
```
24
Properties=species:S:1:pos:R:3:nbo_charge:R:1
C -1.11430 -2.06818 -0.38687 -0.4331
N -0.78087 -0.90888 -1.20867 -0.0960
C -1.28525 -0.56040 -2.36943 0.1113
C -0.66898 0.62422 -2.81840 -0.2567
C 0.24653 0.96025 -1.83585 0.0573
N 0.16427 0.02316 -0.87326 -0.0069
N 0.80553 0.02791 0.33413 -0.0221
C 2.03339 -0.43509 0.66635 0.0504
C 2.32631 -0.00581 1.93623 -0.2755
C 1.23488 0.67283 2.38411 0.1119
N 0.34516 0.77820 1.42414 -0.1042
C -1.00232 1.23987 1.41256 -0.4635
H -2.21188 -2.21907 -0.55088 0.2697
H -0.67621 -3.02091 -0.71718 0.2757
H -0.82686 -1.75696 0.63947 0.2273
H -2.21907 -1.00157 -2.67826 0.2821
H -0.90679 1.17166 -3.69249 0.2966
H 1.10704 1.60633 -1.75672 0.2792
H 2.92475 -0.78312 0.15540 0.3070
H 3.30722 0.03079 2.42966 0.3021
H 1.22226 1.32118 3.29205 0.2967
H -1.18988 1.94083 0.54480 0.2526
H -1.69255 0.39332 1.38004 0.2404
H -1.14236 1.96944 2.28906 0.2980
```

Properties
net charge: +2
lowest unoccupied orbital energy: -7.957 eV
highest occupied orbital energy: -18.6 eV
structure (SMILES): C[n+]1cccn1-n1ccc[n+]1C
largest force on an atom: 3.12 eV/A
energy: -14430.69601 eV
energy above the lowest of the compared OMol25 structures with the same formula, charge and spin: 3.7196 eV

(2)
Computed, not measured: a structure of composition C4H4F2N2 at a distorted geometry, with ωB97M-V with the def2-TZVPD basis set.

Geometry as XYZ:
```
12
Properties=species:S:1:pos:R:3:nbo_charge:R:1
C -0.45363 0.17757 -0.39409 -0.1181
C 0.80139 0.64892 0.02236 0.5182
C 1.89332 -0.23694 -0.05144 -0.0562
C 3.03274 -0.80598 0.34696 -0.1414
H -2.72176 -1.19631 -0.57339 0.3847
H -3.59818 0.35907 0.77947 0.4014
H -0.45749 -0.56256 -1.37656 0.1641
H 3.73978 -1.55748 0.19414 0.2287
N -2.60430 -0.11234 0.01512 -0.5973
N -1.48503 0.36082 0.39974 -0.1321
F 1.27595 1.81937 -0.62032 -0.3492
F 0.57721 1.10584 1.25799 -0.3029
```

Properties
lowest unoccupied orbital energy: 0.040 eV
highest occupied orbital energy: -8.9 eV
largest force on an atom: 11.62 eV/A
energy: -12620.49262 eV
energy above the lowest of the compared OMol25 structures with the same formula, charge and spin: 7.2227 eV

(3)
Computed, not measured: a structure of composition C35H39N2O4P3Pd, with ωB97M-V with the def2-TZVPD basis set.

Geometry as XYZ:
```
84
Properties=species:S:1:pos:R:3:lowdin_spin:R:1
Pd -0.61438 1.07336 -0.63328 1.4172
O 1.54360 1.05477 -0.33167 0.0962
P 2.35926 -0.04274 0.34119 0.0116
C 1.33000 -0.92121 1.55548 -0.0007
P -0.00850 -1.89972 0.80689 0.0050
O -0.59720 -1.15529 -0.38083 0.0371
C 0.69538 -3.46992 0.33251 0.0022
C 0.54932 -3.90933 -0.97878 0.0002
C 1.09741 -5.12547 -1.36119 0.0000
C 1.79045 -5.89570 -0.43934 -0.0001
C 1.94234 -5.45633 0.87167 0.0002
C 1.39332 -4.24705 1.25994 0.0004
C -1.20747 -2.15826 2.10827 0.0001
C -1.70814 -3.42536 2.40175 0.0001
C -2.68628 -3.57360 3.37541 0.0000
C -3.17050 -2.46335 4.04978 0.0000
C -2.68689 -1.19451 3.74973 0.0001
C -1.70914 -1.04091 2.78290 -0.0003
C 3.76986 0.58810 1.22807 0.0027
C 3.73946 0.85210 2.59618 0.0011
C 4.85206 1.39649 3.21893 0.0001
C 5.98983 1.68229 2.47778 0.0011
C 6.02374 1.42489 1.11260 0.0000
C 4.91832 0.87678 0.48593 0.0012
C 2.94625 -1.23081 -0.85475 0.0020
C 3.78668 -2.27056 -0.45360 0.0005
C 4.21894 -3.20055 -1.38224 0.0002
C 3.82896 -3.08406 -2.71223 0.0001
C 3.00384 -2.04439 -3.11518 0.0000
C 2.55506 -1.11755 -2.18509 -0.0001
H 0.89487 -0.17592 2.22548 -0.0003
H 1.94755 -1.59282 2.15815 -0.0002
H 0.01650 -3.29634 -1.69385 0.0001
H 0.98314 -5.47093 -2.38006 0.0000
H 2.21314 -6.84553 -0.73941 0.0000
H 2.48166 -6.06044 1.58877 0.0000
H 1.50566 -3.91717 2.28757 0.0000
H -1.34121 -4.29618 1.87521 0.0000
H -3.06783 -4.55892 3.60678 0.0000
H -3.92712 -2.58443 4.81370 0.0000
H -3.06629 -0.32855 4.27583 0.0000
H -1.35180 -0.04494 2.54976 -0.0002
H 2.85799 0.63602 3.18679 0.0000
H 4.83161 1.59445 4.28190 0.0000
H 6.85789 2.10430 2.96653 0.0001
H 6.91466 1.64552 0.54058 0.0000
H 4.95098 0.66215 -0.57588 0.0000
H 4.11393 -2.34858 0.57757 0.0000
H 4.87072 -4.00769 -1.07596 0.0000
H 4.18225 -3.80368 -3.43933 0.0000
H 2.71789 -1.95108 -4.15448 0.0000
H 1.91796 -0.29654 -2.48793 0.0001
C -5.79809 1.46509 0.47780 0.0020
O -4.46000 1.65712 0.98038 0.0030
C -3.41874 1.33552 0.25512 0.0085
O -2.28880 1.55192 0.70812 0.0920
N -3.61653 0.78920 -0.96655 0.0037
N -2.49512 0.47694 -1.74554 0.0913
H -6.45206 1.81753 1.26646 0.0001
H -5.98726 0.40709 0.29558 0.0001
H -5.95415 2.06553 -0.41945 0.0001
H -4.53316 0.59222 -1.33303 0.0015
H -2.57962 0.93272 -2.64985 0.0013
H -2.39639 -0.53153 -1.84226 0.0017
C 0.63440 3.97009 -2.35735 0.0276
P -0.59690 3.40012 -1.15910 0.1189
C -0.33433 4.40026 0.32301 0.0181
C -2.22930 3.82190 -1.80958 0.0108
C -2.52893 3.53554 -3.14471 0.0095
C -3.81272 3.72490 -3.63305 -0.0014
C -4.81429 4.19576 -2.79053 0.0105
C -4.52238 4.48993 -1.46644 -0.0010
C -3.23568 4.30441 -0.97477 0.0099
H 0.57758 5.05212 -2.47877 0.0066
H 0.48226 3.49190 -3.32390 0.0004
H 1.62216 3.69001 -1.99026 0.0004
H -0.48908 5.45988 0.11600 0.0049
H 0.69326 4.24609 0.65329 0.0002
H -1.00248 4.07553 1.11941 0.0004
H -1.75250 3.18921 -3.81967 0.0003
H -4.02964 3.52422 -4.67421 -0.0003
H -5.81269 4.35627 -3.17539 0.0006
H -5.29202 4.88435 -0.81542 -0.0002
H -3.02652 4.54333 0.06011 0.0004
```

Properties
net charge: +2
multiplicity: 3
lowest unoccupied orbital energy (spin up / spin down): -4.431 / -6.656 eV
highest occupied orbital energy (spin up / spin down): -13.1 / -13.9 eV
largest force on an atom: 0.17 eV/A
energy: -79434.52340 eV
energy above the lowest of the compared OMol25 structures with the same formula, charge and spin: 0.0000 eV

(4)
Computed, not measured: a cluster of 5 separate species, H9O4S in total at a distorted geometry, with ωB97M-V with the def2-TZVPD basis set.

Geometry as XYZ:
```
14
Properties=species:S:1:pos:R:3:nbo_charge:R:1
S -0.89285 -0.17505 1.02117 -1.0164
H -0.43997 0.11804 2.21510 0.1010
H -0.31043 -0.14774 -2.30750 0.4864
H -0.34629 -1.65569 -2.52910 0.4652
O 0.04434 -0.86372 -2.86866 -0.9518
H 2.94254 -0.16229 1.00403 0.4417
H 1.48599 -0.22302 1.11256 0.4910
O 2.25161 -0.00724 0.37987 -0.9743
H 1.30441 2.06362 0.59767 0.5149
H 0.82931 3.11572 1.69168 0.4643
O 1.49393 2.97878 0.98995 -0.9869
H -2.91213 -1.77335 -1.20894 0.4406
H -2.36508 -1.38972 0.13551 0.4916
O -3.08540 -1.87835 -0.23332 -0.9672
```

Properties
net charge: -1
lowest unoccupied orbital energy: 3.703 eV
highest occupied orbital energy: -3.8 eV
largest force on an atom: 3.96 eV/A
energy: -19172.58221 eV
energy above the lowest of the compared OMol25 structures with the same formula, charge and spin: 1.5280 eV

What is the energy above the lowest of the compared OMol25 structures with the same formula, charge and spin in the first record?
3.7196 eV